Molecular formula: C19H23BrFeN3O7S
Method: DFT, ωB97M-V/def2-TZVPD

- LUMO (alpha / beta): -0.12 / -2.22 eV
- Orbital gap (alpha / beta): 8.9 / 6.8 eV
- E_tot: -5664.78057 hartree
- Energy relative to the best compared isomer or geometry (same formula, charge and spin): 94.34 kJ/mol
- HOMO energy (alpha / beta): -9.03 / -8.98 eV
- Charge: 0
- Spin multiplicity: 6
- Expectation value of S²: 8.760

```
55
Properties=species:S:1:pos:R:3:forces:R:3
Fe -0.339 -0.764 0.518 1.726 1.441 -0.021
O 0.663 0.843 4.130 -0.524 -0.385 -0.190
C 0.890 0.127 3.178 2.041 0.854 0.026
O 0.089 -0.650 2.543 -2.004 -0.970 -1.664
C 2.359 0.093 2.621 -1.027 -0.415 0.254
C 2.646 -1.269 1.972 0.588 0.092 0.504
C 4.149 -1.371 1.648 -0.192 -0.147 -0.123
C 4.258 -0.493 0.376 -0.235 -0.111 -0.034
C 2.821 0.026 0.271 0.511 0.407 -0.122
O 2.050 -1.121 0.667 -0.194 0.013 -0.121
C 2.565 1.035 1.412 -0.424 0.428 -0.360
C 1.332 1.878 1.053 1.480 -0.105 0.587
O 1.325 3.083 1.197 -0.442 -0.147 -0.238
O 0.385 1.170 0.529 -1.399 -0.995 -0.645
H 3.002 0.338 3.463 0.137 -0.047 -0.103
H 2.224 -2.122 2.496 -0.047 0.045 -0.112
H 4.428 -2.405 1.445 0.041 0.016 0.001
H 4.757 -1.006 2.474 -0.009 -0.010 0.019
H 4.499 -1.091 -0.503 0.049 0.000 0.025
H 4.982 0.314 0.460 -0.008 0.013 0.006
H 2.494 0.357 -0.712 0.035 -0.043 0.003
H 3.387 1.730 1.569 0.078 -0.088 -0.052
Br 0.024 -3.896 2.349 -0.032 -0.201 -0.079
C 0.608 -4.016 0.554 -0.176 -0.079 0.181
C 1.311 -5.123 0.113 -0.025 0.048 -0.030
C 1.684 -5.151 -1.223 -0.024 0.055 0.012
C 1.356 -4.084 -2.045 -0.060 -0.080 0.051
C 0.661 -3.021 -1.498 0.083 0.319 -0.292
N 0.288 -2.995 -0.222 -0.379 0.403 0.709
C 0.351 -1.753 -2.302 0.284 -0.842 0.112
O 0.575 -1.764 -3.496 -0.083 0.191 0.065
O -0.099 -0.804 -1.579 -0.395 0.832 1.351
H 1.548 -5.926 0.794 -0.005 -0.004 0.003
H 2.229 -5.998 -1.617 0.015 -0.008 0.023
H 1.625 -4.050 -3.090 -0.016 0.053 -0.013
C -5.423 1.020 -2.083 -0.004 0.037 0.168
C -5.307 1.505 -0.642 0.013 -0.157 -0.265
N -4.081 2.258 -0.410 -0.153 -0.017 -0.023
C -2.888 1.713 -0.145 0.642 0.396 0.076
S -2.782 0.032 0.210 0.515 -0.906 0.229
N -1.817 2.477 -0.116 -0.215 0.128 -0.019
C -1.752 3.917 -0.299 -0.118 0.067 -0.287
C -1.719 4.317 -1.774 0.005 0.009 0.174
H -6.375 0.507 -2.217 -0.004 -0.022 -0.066
H -4.616 0.326 -2.315 0.006 0.000 -0.028
H -5.378 1.857 -2.781 -0.020 -0.003 -0.029
H -5.308 0.652 0.034 -0.116 0.105 0.084
H -6.144 2.158 -0.395 0.033 -0.031 0.119
H -4.089 3.224 -0.693 0.066 -0.008 0.020
H -0.922 2.021 0.098 0.030 -0.110 0.113
H -0.830 4.234 0.187 -0.068 -0.012 0.071
H -2.587 4.400 0.218 0.040 -0.012 0.067
H -0.868 3.848 -2.265 -0.014 -0.011 -0.037
H -1.613 5.398 -1.857 -0.021 0.017 -0.048
H -2.627 4.015 -2.299 0.016 -0.001 -0.052
```
Forces are in eV/Å.

List of natural (NBO) charges in e, atom by atom:
1. Fe 1.902
2. O -0.602
3. C 0.802
4. O -0.836
5. C -0.354
6. C 0.088
7. C -0.421
8. C -0.427
9. C 0.084
10. O -0.586
11. C -0.348
12. C 0.818
13. O -0.620
14. O -0.850
15. H 0.244
16. H 0.224
17. H 0.214
18. H 0.217
19. H 0.218
20. H 0.219
21. H 0.232
22. H 0.241
23. Br 0.110
24. C 0.161
25. C -0.274
26. C -0.135
27. C -0.215
28. C 0.128
29. N -0.551
30. C 0.754
31. O -0.612
32. O -0.797
33. H 0.243
34. H 0.229
35. H 0.258
36. C -0.620
37. C -0.218
38. N -0.583
39. C 0.385
40. S -0.304
41. N -0.570
42. C -0.239
43. C -0.614
44. H 0.218
45. H 0.226
46. H 0.204
47. H 0.227
48. H 0.204
49. H 0.403
50. H 0.450
51. H 0.252
52. H 0.186
53. H 0.226
54. H 0.218
55. H 0.194

Molecular formula: C18H27N3OS
Method: DFT, ωB97M-V/def2-TZVPD

- LUMO: 0.33 eV
- Orbital gap: 8.3 eV
- E_tot: -1339.80702 hartree
- Energy relative to the best compared isomer or geometry (same formula, charge and spin): 24.83 kJ/mol
- SMILES string: CC(=O)Nc1ccc(C(=S)NCC2(N(C)C)CCCCC2)cc1
- HOMO energy: -7.94 eV
- Charge: 0

```
50
Properties=species:S:1:pos:R:3:forces:R:3
C -2.639 -1.224 6.761 -0.212 -0.098 -0.098
C -2.656 -0.813 5.303 0.103 -0.103 0.463
O -3.524 -1.139 4.530 -0.187 -0.051 -0.173
N -1.575 -0.040 4.976 0.379 0.195 0.187
C -1.245 0.537 3.749 -0.016 0.105 -0.368
C -0.037 1.230 3.659 -0.102 -0.073 -0.004
C 0.342 1.824 2.476 -0.047 -0.061 -0.062
C -0.465 1.727 1.343 -0.232 -0.391 0.286
C -1.680 1.050 1.443 0.352 0.192 0.024
C -2.071 0.464 2.630 -0.233 -0.143 0.104
H -3.015 -0.050 2.698 -0.015 -0.002 0.014
H -2.345 1.013 0.594 -0.051 -0.043 -0.091
C -0.057 2.396 0.106 0.228 0.657 -0.532
N -0.216 1.794 -1.080 0.014 -0.005 0.035
C -0.405 0.393 -1.349 0.097 -0.528 -0.249
H -0.497 -0.136 -0.400 -0.037 -0.004 -0.113
H -1.336 0.263 -1.912 0.001 -0.134 0.109
C 0.756 -0.247 -2.177 -0.334 -0.047 0.110
N 2.073 -0.079 -1.560 0.033 -0.067 -0.083
C 2.171 -0.434 -0.157 0.041 -0.027 -0.041
H 3.215 -0.663 0.061 0.000 -0.007 0.121
H 1.579 -1.312 0.082 -0.015 -0.050 0.039
H 1.859 0.380 0.513 -0.014 -0.010 0.019
C 2.784 1.171 -1.761 0.058 0.052 0.031
H 2.407 1.997 -1.142 0.014 0.044 -0.013
H 3.824 1.001 -1.480 0.058 0.079 -0.028
H 2.771 1.480 -2.801 0.023 0.036 -0.071
C 0.450 -1.764 -2.279 0.205 0.040 -0.097
C 0.993 -2.360 -3.572 -0.199 -0.068 0.063
C 0.215 -1.823 -4.776 0.012 -0.001 0.049
C -0.245 -0.386 -4.514 0.116 0.054 -0.059
C 0.755 0.328 -3.609 -0.194 -0.017 0.076
H 0.536 1.397 -3.596 0.151 0.083 -0.060
H 1.745 0.194 -4.044 0.098 0.108 0.016
H -1.233 -0.384 -4.050 -0.077 0.035 -0.015
H -0.332 0.156 -5.457 -0.102 0.023 0.040
H -0.654 -2.453 -4.972 0.012 -0.044 -0.060
H 0.849 -1.856 -5.663 -0.036 -0.016 -0.068
H 0.918 -3.448 -3.536 0.109 -0.010 -0.006
H 2.050 -2.106 -3.652 0.082 -0.038 0.014
H 0.892 -2.291 -1.437 -0.094 0.040 0.105
H -0.628 -1.926 -2.237 -0.122 -0.040 0.055
H 0.050 2.365 -1.873 -0.024 0.069 0.217
S 0.571 3.927 0.158 0.128 0.280 0.023
H 1.270 2.373 2.414 0.036 0.037 -0.020
H 0.604 1.307 4.527 0.075 0.000 0.088
H -0.910 0.144 5.715 -0.198 -0.090 -0.084
H -2.656 -0.344 7.400 0.030 0.053 0.079
H -1.743 -1.802 6.980 0.080 -0.024 0.054
H -3.515 -1.832 6.969 0.005 0.009 -0.027
```
Forces are in eV/Å.

List of natural (NBO) charges in e, atom by atom:
1. C -0.714
2. C 0.687
3. O -0.594
4. N -0.604
5. C 0.173
6. C -0.255
7. C -0.138
8. C -0.188
9. C -0.116
10. C -0.263
11. H 0.258
12. H 0.211
13. C 0.144
14. N -0.580
15. C -0.256
16. H 0.225
17. H 0.199
18. C 0.167
19. N -0.475
20. C -0.413
21. H 0.203
22. H 0.198
23. H 0.172
24. C -0.417
25. H 0.183
26. H 0.198
27. H 0.201
28. C -0.403
29. C -0.407
30. C -0.399
31. C -0.404
32. C -0.414
33. H 0.197
34. H 0.217
35. H 0.193
36. H 0.215
37. H 0.203
38. H 0.204
39. H 0.212
40. H 0.207
41. H 0.217
42. H 0.196
43. H 0.409
44. S -0.191
45. H 0.239
46. H 0.208
47. H 0.396
48. H 0.228
49. H 0.227
50. H 0.245

Molecular formula: C5H28N3O7
Method: DFT, ωB97M-V/def2-TZVPD

- LUMO: -2.72 eV
- Orbital gap: 8.7 eV
- E_tot: -897.92543 hartree
- Energy relative to the best compared isomer or geometry (same formula, charge and spin): 257.23 kJ/mol
- HOMO energy: -11.37 eV
- Charge: +1

```
43
Properties=species:S:1:pos:R:3:forces:R:3
C 2.956 1.027 0.944 -1.988 -3.295 -1.152
C 2.627 -0.076 -0.236 1.855 0.535 1.181
C 2.273 0.828 -1.458 0.771 -0.916 -0.884
C 1.646 0.109 -2.699 -1.476 3.849 0.512
N -1.181 -2.148 -1.985 2.103 2.181 1.571
C 0.034 -1.681 -2.500 -4.976 3.250 2.708
N 0.434 -0.440 -2.143 -0.636 -4.840 -2.137
N 1.549 -0.914 0.162 -4.735 4.572 -2.118
H 2.612 1.928 0.539 -0.352 1.621 0.278
H 3.940 1.002 1.155 3.729 0.574 0.150
H 2.574 0.727 1.932 -0.804 0.171 -0.608
H 3.542 -0.753 -0.495 -1.451 1.321 0.520
H 3.206 1.298 -1.735 0.273 0.275 -0.209
H 1.634 1.618 -1.115 -0.576 0.350 0.015
H 2.321 -0.567 -3.078 1.202 -2.158 -0.619
H 1.353 0.767 -3.659 0.762 -0.809 2.363
H -1.764 -2.896 -2.312 0.662 -0.419 -0.449
H -1.559 -1.738 -1.060 0.929 -0.745 -2.187
H 0.387 -2.132 -3.370 1.107 -0.912 -1.004
H -0.099 0.112 -1.459 0.200 -0.164 -0.652
H 1.594 -1.529 0.861 1.581 -2.938 3.434
H 0.714 -0.250 0.574 2.840 -2.128 -1.633
H -1.072 1.160 2.447 -0.330 2.455 1.999
H -0.918 2.268 3.733 -0.054 -0.583 -0.724
O -1.407 2.034 2.924 0.502 -1.686 -1.290
H -1.060 -0.968 2.103 1.364 1.037 -0.466
H -1.777 -0.192 1.188 -2.190 0.399 -1.442
O -0.888 -0.221 1.452 0.316 -1.625 2.237
H -2.950 0.583 0.099 -1.038 0.164 -1.218
H -3.910 0.310 -1.161 -0.337 0.664 0.086
O -3.195 -0.021 -0.628 1.128 -0.755 1.120
H 0.279 -1.237 4.628 0.186 -0.715 -3.348
H 0.963 -2.432 4.190 -0.369 0.375 -1.540
O 0.489 -1.705 3.696 0.043 0.333 4.744
H -1.211 3.231 1.091 0.253 0.868 0.650
H -0.423 4.617 1.076 -0.317 -0.590 0.080
O -0.834 3.930 0.530 0.033 -0.316 -0.429
H -0.881 -2.847 1.238 0.480 -0.108 -0.055
H -2.255 -3.453 1.239 0.111 -0.033 -0.416
O -1.569 -3.127 0.632 -0.623 -0.034 0.650
H -0.661 2.355 -2.068 -0.147 -0.162 1.079
H -0.779 1.943 -0.481 -0.067 0.410 -2.315
O -0.924 1.654 -1.437 0.038 0.529 1.520
```
Forces are in eV/Å.

List of natural (NBO) charges in e, atom by atom:
1. C -0.626
2. C -0.026
3. C -0.425
4. C -0.220
5. N -0.765
6. C 0.404
7. N -0.502
8. N -0.883
9. H 0.202
10. H 0.215
11. H 0.212
12. H 0.198
13. H 0.232
14. H 0.203
15. H 0.216
16. H 0.208
17. H 0.426
18. H 0.450
19. H 0.209
20. H 0.465
21. H 0.364
22. H 0.361
23. H 0.496
24. H 0.491
25. O -1.022
26. H 0.511
27. H 0.477
28. O -0.931
29. H 0.465
30. H 0.502
31. O -0.960
32. H 0.484
33. H 0.486
34. O -0.966
35. H 0.489
36. H 0.492
37. O -0.982
38. H 0.470
39. H 0.483
40. O -0.943
41. H 0.509
42. H 0.501
43. O -0.970